Record 1
Formula: C45H57GeN3S2SeSiSm
Source: the Open Molecules 2025 dataset
Level of theory: ωB97M-V/def2-TZVPD

Output
Strongest force on any atom, eV/Å: 3.2
Multiplicity: 6
Total charge: +3
HOMO-LUMO gap (spin up / spin down), eV: 4.893 / 5.298
Molecular weight, g/mol: 1034.12
E_HOMO (spin up / spin down), eV: -14.959 / -14.953
⟨S²⟩: 8.772
Electronic energy, eV: -221345.87044

Last column: Löwdin spin population.
Cartesian coordinates (Å):
Sm -2.44334 0.73885 0.33280  5.1007
C -2.87842 -1.00419 4.89458  -0.0001
C -3.41111 0.39965 4.57362  -0.0008
C -2.64275 1.54399 5.27712  0.0000
C -3.45362 0.62918 3.08103  -0.0065
C -3.58406 1.95014 2.57068  -0.0066
C -4.34843 2.18509 1.39380  -0.0070
C -5.03930 1.14544 0.74582  -0.0064
C -6.13706 1.38306 -0.28363  -0.0003
C -4.74951 -0.18823 1.16001  -0.0057
C -3.84841 -0.45286 2.15895  -0.0040
H -2.90203 -1.25726 5.93118  0.0000
H -1.82298 -1.04096 4.56621  0.0000
H -3.45058 -1.76324 4.36834  0.0000
H -4.49796 0.50480 4.84855  -0.0006
H -1.63624 1.69426 4.83513  0.0000
H -2.49335 1.26863 6.32752  0.0000
H -3.18932 2.45737 5.21645  0.0000
H -3.20616 2.83587 3.06957  -0.0001
H -4.53977 3.24048 1.09568  0.0001
H -7.01672 1.78686 0.18281  -0.0003
H -6.45228 0.46482 -0.74522  0.0000
H -5.79429 2.06260 -1.09498  0.0000
H -5.13364 -1.00337 0.59457  0.0000
H -3.47095 -1.43141 2.33366  0.0002
S -2.47831 2.40680 -2.03460  -0.0184
C -1.10497 3.50407 -1.95199  -0.0022
N -0.98031 4.41546 -0.99380  -0.0008
C 0.22733 5.31789 -1.03220  -0.0001
C 0.85067 5.10011 -2.43423  -0.0002
S 0.11590 3.68547 -3.15491  -0.0012
H -1.67632 4.45152 -0.27396  0.0001
H 0.84346 5.11578 -0.14324  0.0000
H -0.05029 6.36035 -0.92064  0.0000
H 1.91028 4.96377 -2.31204  0.0000
H 0.65196 5.96211 -3.10686  0.0000
C 5.85745 1.05047 1.19103  0.0005
C 5.36535 -0.24099 1.03394  -0.0001
C 3.99171 -0.45015 0.98193  0.0002
C 3.08486 0.64831 1.10675  -0.0009
C 3.58355 1.94773 1.20617  0.0002
C 4.97448 2.14231 1.34589  -0.0001
Si 1.22287 0.38634 1.21713  0.0096
C 0.80263 1.89600 2.39715  0.0040
C -0.43611 2.65071 2.25286  -0.0013
C -0.77527 3.62350 3.12918  -0.0005
C 0.06372 3.91727 4.24603  -0.0004
C 1.26217 3.21820 4.38709  -0.0002
C 1.61914 2.17211 3.50651  0.0005
C 1.14943 -1.21686 2.35503  0.0029
C -0.08916 -1.89122 2.47854  0.0007
C -0.12293 -3.11593 3.19292  0.0000
C 0.93660 -3.48642 4.03171  -0.0001
C 2.06124 -2.65522 4.08549  0.0002
C 2.19735 -1.55876 3.26864  0.0004
H 6.95404 1.16871 1.14047  0.0000
H 6.07246 -1.06236 0.95527  0.0000
H 3.63551 -1.46558 0.83830  0.0000
H 2.92521 2.77066 1.24653  0.0000
H 5.32267 3.14638 1.54715  0.0000
H -1.05547 2.60624 1.32290  -0.0003
H -1.69825 4.23782 3.03076  0.0000
H -0.20222 4.72708 4.91257  0.0000
H 1.91217 3.48849 5.16506  0.0000
H 2.51233 1.60233 3.66515  0.0000
H -1.00140 -1.60539 1.90356  0.0006
H -0.96775 -3.81900 3.01473  0.0000
H 0.99441 -4.44465 4.56128  0.0000
H 2.83142 -2.82382 4.86712  0.0000
H 3.09111 -0.96063 3.27917  0.0000
C 2.03382 -0.91051 -7.27099  -0.0001
C 0.89233 -0.66319 -6.28874  -0.0004
C 1.12969 0.35089 -5.13741  -0.0013
C 0.16964 0.21266 -3.97254  -0.0038
Ge 0.91237 0.17583 -2.06335  -0.0240
C 1.70294 -1.71597 -2.07515  -0.0059
C 3.08379 -1.86208 -2.67895  -0.0015
C 3.69627 -3.22703 -2.32849  -0.0006
C 3.26608 -4.45915 -3.20382  0.0000
H 1.67519 -1.29370 -8.24937  0.0000
H 2.73770 -1.65001 -6.86493  0.0000
H 2.57978 0.03061 -7.46011  0.0000
H 0.58195 -1.59712 -5.80266  0.0000
H 0.04106 -0.31783 -6.87366  0.0000
H 1.05000 1.38285 -5.55316  -0.0001
H 2.15911 0.26554 -4.78756  -0.0003
H -0.38621 -0.70853 -4.04747  -0.0001
H -0.55989 0.98381 -3.99510  -0.0001
H 2.23635 0.98635 -2.36357  -0.0030
H 0.95352 -2.39815 -2.53762  -0.0001
H 1.75843 -2.01390 -1.02820  -0.0001
H 3.74094 -1.03760 -2.37174  -0.0002
H 3.03515 -1.71799 -3.77729  0.0000
H 3.46450 -3.49574 -1.30755  0.0000
H 4.81226 -3.18000 -2.43576  -0.0001
H 2.26137 -4.42814 -3.54465  0.0000
H 3.41915 -5.38459 -2.68155  0.0000
H 3.96621 -4.43962 -4.02609  0.0000
Se -3.82872 -0.59536 -2.24528  0.0010
N -2.55008 -1.15586 -0.94609  -0.0148
C -2.06758 -2.36717 -1.30364  0.0002
C -1.04883 -3.04690 -0.63086  -0.0004
C -0.70482 -4.28968 -1.10901  0.0004
C -1.27483 -4.87400 -2.23756  -0.0003
C -2.38713 -4.30850 -2.86207  0.0001
C -2.78493 -3.01466 -2.36911  -0.0002
N -3.69377 -2.20030 -2.91312  -0.0002
H -0.59615 -2.60019 0.22949  0.0001
H 0.03389 -4.90315 -0.61930  0.0000
H -0.74945 -5.76299 -2.59470  0.0000
H -3.00356 -4.80541 -3.61109  0.0000

Record 2
Formula: C5H6O
Source: the Open Molecules 2025 dataset
Level of theory: ωB97M-V/def2-TZVPD

Output
Strongest force on any atom, eV/Å: 0.6
HOMO-LUMO gap, eV: 9.615
Molecular weight, g/mol: 82.10
E_HOMO, eV: -8.481
Electronic energy, eV: -7328.92987

Last column: natural (NBO) charge in e.
Cartesian coordinates (Å):
C -0.12178 -1.54525 1.14909  -0.6533
C 0.00366 -0.52410 0.06879  0.2841
C -0.90455 0.15137 -0.68037  -0.3190
C -0.24365 1.32302 -1.16529  -0.3129
C 1.00986 1.29437 -0.65678  0.0806
O 1.19717 0.13964 0.04263  -0.4185
H 0.33351 -2.52073 0.95228  0.2241
H -1.17478 -1.68903 1.40782  0.2267
H 0.37962 -1.11152 2.01936  0.2296
H -1.95395 -0.07203 -0.81270  0.2260
H -0.66733 2.04106 -1.84806  0.2270
H 1.82210 2.01277 -0.66302  0.2056

Record 3
Formula: C3H8O2S2
Source: the Open Molecules 2025 dataset
Level of theory: ωB97M-V/def2-TZVPD

Output
Strongest force on any atom, eV/Å: 5.8
HOMO-LUMO gap, eV: 9.378
Molecular weight, g/mol: 140.23
E_HOMO, eV: -9.523
Electronic energy, eV: -29004.65590

Last column: natural (NBO) charge in e.
Cartesian coordinates (Å):
O 2.02807 -0.26496 -2.26525  -0.5330
C 1.98572 0.10889 -1.03164  0.4167
C 0.75449 -0.24944 -0.08397  -0.5310
C -0.68692 0.13859 -0.58645  -0.5363
S -1.42299 1.58576 0.31317  0.0989
S -2.28950 0.70367 2.13992  -0.1618
H 2.95927 0.28465 -0.49845  0.1351
H 0.83578 -1.39082 0.09698  0.2646
H 0.90972 0.12743 0.91229  0.2247
H -0.70270 0.47492 -1.63215  0.2442
H -1.43155 -0.71402 -0.56294  0.2439
H -1.24645 0.69986 3.03753  0.1334
O 2.92856 -3.44659 -1.12437  -0.9618
H 3.36186 -2.52394 -1.29266  0.4820
H 2.74119 -3.88477 -1.98062  0.4804

Record 4
Formula: C50H72FN5O7Y
Source: the Open Molecules 2025 dataset
Level of theory: ωB97M-V/def2-TZVPD

Output
Strongest force on any atom, eV/Å: 0.6
Total charge: +1
HOMO-LUMO gap, eV: 5.202
Molecular weight, g/mol: 963.06
E_HOMO, eV: -8.465
Electronic energy, eV: -78558.68288

Last column: Löwdin charge in e.
Cartesian coordinates (Å):
Y -1.55003 -1.51675 1.06414  1.5945
C -3.99272 -3.86077 1.36924  -0.0780
N -3.37601 -2.87265 2.26516  -0.3323
C -4.43054 -2.01844 2.82662  -0.0791
C -2.61339 -3.56971 3.30972  -0.1868
C -1.93016 -2.59856 4.25003  -0.1747
N -0.98242 -1.68732 3.55363  -0.1927
C -1.00323 -0.37784 4.25476  -0.0966
C -0.50294 0.86441 3.54565  -0.1215
C 0.63140 1.49001 4.01150  0.0227
C 1.02467 2.73307 3.52742  -0.1404
C 0.19900 3.34084 2.59365  0.0268
C -0.99568 2.78841 2.11732  -0.0620
C -1.30126 1.50567 2.58176  -0.1717
O -2.42967 0.78360 2.22019  -0.0686
C -1.85673 3.63670 1.15727  -0.5070
C -1.59288 5.13583 1.39718  -0.0650
C -1.46808 3.34044 -0.30241  -0.0331
C -3.36343 3.44874 1.38276  -0.0363
C 2.29142 3.38931 4.07014  -0.5460
C 2.55598 4.75397 3.43081  -0.0585
C 2.14386 3.58960 5.58482  -0.0397
C 3.49124 2.47843 3.79683  -0.0357
C 0.35931 -2.33569 3.63395  -0.1128
C 1.58052 -1.59996 3.13899  -0.1368
C 2.74655 -1.70995 3.88372  0.0018
C 3.96111 -1.22493 3.41938  -0.1797
C 3.95200 -0.62521 2.16266  0.0137
C 2.80692 -0.46919 1.39206  -0.0763
C 1.58612 -0.95790 1.89909  -0.2887
O 0.45804 -0.81580 1.22820  -0.2320
C 2.85946 0.15953 -0.00672  -0.5194
C 4.26956 0.62352 -0.37758  -0.0671
C 2.42366 -0.88443 -1.04713  -0.0358
C 1.93336 1.38131 -0.09607  -0.0362
C 5.23214 -1.39696 4.24896  -0.5575
C 6.43504 -0.71612 3.59701  -0.0624
C 5.54448 -2.89175 4.40589  -0.0457
C 5.03685 -0.77541 5.63911  -0.0464
H -4.73876 -4.46641 1.89939  0.0976
H -3.22803 -4.51742 0.95797  0.0791
H -4.48593 -3.34070 0.54786  0.0963
H -5.06964 -2.59280 3.51108  0.1027
H -5.03245 -1.62225 2.01332  0.0866
H -4.01069 -1.16214 3.34940  0.0744
H -1.88050 -4.21023 2.80948  0.1235
H -3.26794 -4.22715 3.90273  0.1353
H -1.41444 -3.16606 5.03248  0.1293
H -2.68754 -2.00333 4.75459  0.1090
H -0.45525 -0.47703 5.20054  0.1406
H -2.04747 -0.19145 4.50709  0.1196
H 1.22693 0.98408 4.76277  0.1226
H 0.48137 4.31346 2.22868  0.0859
H -0.59771 5.44790 1.08592  0.0752
H -1.72951 5.39476 2.44785  0.0969
H -2.30495 5.71390 0.80716  0.0844
H -0.42705 3.62260 -0.47130  0.0850
H -2.09775 3.91274 -0.98649  0.0867
H -1.57837 2.28318 -0.53339  0.0583
H -3.61721 3.67070 2.42139  0.0974
H -3.73025 2.45898 1.14363  0.0687
H -3.89301 4.16232 0.74905  0.0839
H 1.74303 5.45389 3.62869  0.0875
H 2.69049 4.66707 2.35115  0.0860
H 3.47087 5.17651 3.84711  0.0874
H 1.28978 4.22917 5.81092  0.0911
H 3.04283 4.06134 5.98407  0.0860
H 2.00485 2.64146 6.10426  0.0787
H 3.64886 2.35763 2.72388  0.0794
H 3.34368 1.48301 4.21533  0.0628
H 4.39462 2.91024 4.23310  0.0919
H 0.27340 -3.28656 3.09072  0.1375
H 0.53855 -2.59213 4.68658  0.1202
H 2.69831 -2.22530 4.83732  0.1137
H 4.88491 -0.26005 1.76464  0.0850
H 4.97390 -0.20938 -0.40516  0.0862
H 4.64830 1.37691 0.31490  0.0817
H 4.24196 1.07058 -1.37298  0.0827
H 3.10111 -1.74061 -1.02661  0.0915
H 2.45220 -0.44982 -2.05062  0.0812
H 1.40974 -1.22869 -0.84664  0.0590
H 2.24568 2.15712 0.60488  0.0761
H 0.90238 1.11875 0.12933  0.0661
H 1.98021 1.79973 -1.10573  0.0832
H 6.67299 -1.15847 2.62907  0.0858
H 7.30818 -0.83436 4.24058  0.0864
H 6.25775 0.35188 3.45851  0.0841
H 5.68634 -3.35228 3.42721  0.0894
H 4.72872 -3.41307 4.90789  0.0773
H 6.45324 -3.03726 4.99282  0.0836
H 4.85957 0.29825 5.55657  0.0732
H 5.93216 -0.92588 6.24550  0.0853
H 4.19608 -1.21882 6.16921  0.0751
C -1.70299 -5.32215 -5.84288  -0.0738
C -1.84245 -3.81868 -5.98644  -0.1889
N -1.69667 -3.06363 -4.73247  -0.0163
C -1.54763 -3.68102 -3.54233  0.0382
C -1.40345 -3.06442 -2.33740  -0.0058
C -1.27933 -3.98820 -1.13615  -0.5804
O -1.22365 -5.18765 -1.34800  0.0572
O -1.27108 -3.42496 0.02034  -0.1496
C -1.37497 -1.63206 -2.28198  -0.2736
O -1.18836 -0.93563 -1.27818  -0.0326
C -1.59152 -0.95595 -3.57819  -0.0272
C -1.63622 0.43603 -3.60085  0.1085
C -1.84245 1.09307 -4.78110  -0.1851
F -1.93559 2.43983 -4.77913  0.0719
C -1.97094 0.40536 -5.99009  -0.1568
C -1.91788 -0.97641 -5.96747  0.0572
C -1.74449 -1.67769 -4.76878  -0.1201
N -2.16740 1.05832 -7.24046  -0.1151
C -1.55920 2.36356 -7.46452  -0.1292
C -1.69972 2.69508 -8.96174  -0.0719
N -1.93597 1.41542 -9.70463  0.0499
C -3.28377 0.83896 -9.36610  -0.0725
C -3.48432 0.98163 -7.84894  -0.1216
H -1.76653 -5.76208 -6.83707  0.0848
H -2.49668 -5.75331 -5.23542  0.0888
H -0.74140 -5.59939 -5.41464  0.0911
H -2.82085 -3.58102 -6.41336  0.1260
H -1.07901 -3.45657 -6.68083  0.1225
H -1.53231 -4.75932 -3.53260  0.1272
H -1.52770 0.97787 -2.67066  0.1369
H -1.99990 -1.50141 -6.90812  0.1079
H -0.50962 2.31170 -7.17475  0.1429
H -2.02622 3.16848 -6.89163  0.1272
H -0.80781 3.17381 -9.35932  0.1382
H -2.55741 3.33452 -9.16414  0.1379
H -1.22787 0.74607 -9.39649  0.1829
H -1.84213 1.54654 -10.71061  0.1857
H -3.27192 -0.20415 -9.67760  0.1349
H -4.03456 1.37702 -9.94190  0.1368
H -4.02256 0.11565 -7.47061  0.1375
H -4.08509 1.87102 -7.62092  0.1383
O -2.54597 0.64809 0.68323  -0.2501
O -3.42648 -0.39886 0.51748  -0.2904